Run one
{
  "formula": "C5H14N2O2",
  "method": "the ωB97M-V functional and the def2-TZVPD basis",
  "orbital_gap_ev": [6.96, 6.96],
  "lumo_ev": [0.47, 0.47],
  "elements": ["C", "C", "C", "C", "C", "N", "N", "O", "O", "H", "H", "H", "H", "H", "H", "H", "H", "H", "H", "H", "H", "H", "H"],
  "xyz": [[-1.380, -0.600, 0.175], [1.036, -0.547, 0.277], [0.674, 0.764, 0.285], [-2.236, 0.603, 0.448], [0.603, 1.602, -0.951], [-1.558, -1.637, 1.100], [1.301, -1.270, -0.881], [-1.392, -0.989, -1.123], [2.863, 0.758, 0.914], [-0.525, -1.418, -1.326], [3.507, 1.094, 0.275], [1.139, -1.084, 1.207], [0.492, 1.212, 1.247], [-1.052, -2.487, 0.892], [-1.453, -1.364, 2.067], [1.705, -0.709, -1.622], [1.882, -2.081, -0.716], [-3.288, 0.319, 0.323], [-2.100, 0.964, 1.468], [-2.012, 1.407, -0.246], [0.306, 2.623, -0.719], [1.591, 1.648, -1.417], [-0.103, 1.191, -1.680]],
  "mulliken_charge": [0.495, -0.381, 0.401, -1.272, -1.499, -0.551, -0.471, -0.494, -0.893, 0.486, 0.155, 0.472, 0.449, 0.262, 0.232, 0.224, 0.239, 0.377, 0.373, 0.284, 0.298, 0.459, 0.355]
}

Run two
{
  "formula": "C5H14N2O2",
  "method": "the ωB97M-V functional and the def2-TZVPD basis",
  "smiles": "CC(C)(O)CN.NC=O",
  "orbital_gap_ev": 9.73,
  "lumo_ev": 0.69,
  "elements": ["C", "C", "N", "O", "H", "H", "H", "H", "H", "H", "H", "C", "C", "C", "N", "O", "H", "H", "H", "H", "H", "H", "H"],
  "xyz": [[-2.575, 0.274, 1.021], [-0.497, -0.701, -1.067], [-2.117, 1.503, 0.739], [-1.954, -0.511, 1.745], [-0.477, -0.204, 1.570], [-3.642, 0.117, 0.797], [-1.105, 1.619, 0.817], [-2.677, 2.170, 0.242], [-1.195, -1.435, -0.671], [-0.933, 0.189, -1.519], [0.032, -1.193, -1.880], [1.890, 0.399, -0.687], [1.307, -1.801, 0.449], [0.812, -0.417, 0.053], [1.530, 1.768, -1.000], [0.392, 0.291, 1.151], [0.734, 1.781, -1.629], [1.256, 2.242, -0.145], [2.164, -0.116, -1.610], [2.777, 0.433, -0.045], [1.590, -2.374, -0.429], [0.520, -2.327, 0.990], [2.169, -1.708, 1.106]],
  "mulliken_charge": [0.036, -1.648, -0.265, -0.609, 0.475, 0.385, 0.296, 0.214, 0.357, 0.379, 0.531, -1.030, -1.694, 1.428, -0.630, -0.759, 0.286, 0.285, 0.394, 0.396, 0.365, 0.412, 0.395]
}

Relative energies, in kJ/mol, with the most stable structure set to zero: run one 352.8; run two 0.0.

Run one
{
  "formula": "C4H6N2O2",
  "method": "the ωB97M-V functional and the def2-TZVPD basis",
  "smiles": "Nc1cc(O)c(O)[nH]1",
  "orbital_gap_ev": 7.45,
  "lumo_ev": 0.24,
  "elements": ["C", "C", "C", "C", "H", "H", "H", "H", "H", "H", "N", "N", "O", "O"],
  "xyz": [[1.065, 0.445, 0.712], [-0.143, -0.030, 1.448], [-1.021, -0.251, 0.345], [-0.427, -0.057, -0.856], [2.892, -0.113, 1.518], [2.493, 1.748, 1.564], [-0.711, 0.210, 2.376], [-2.123, -1.288, -0.500], [-0.547, 0.018, -2.860], [1.510, 0.754, -1.205], [2.433, 0.798, 0.982], [0.778, 0.592, -0.609], [-2.221, -0.591, 0.385], [-0.633, -0.871, -2.060]],
  "mulliken_charge": [0.159, -0.893, 0.693, -0.126, 0.313, 0.279, 0.290, 0.410, 0.385, 0.224, -0.595, 0.003, -0.567, -0.574]
}

Run two
{
  "formula": "C4H6N2O2",
  "method": "the ωB97M-V functional and the def2-TZVPD basis",
  "smiles": "C=NC(N)=O.C=C=O",
  "orbital_gap_ev": 7.20,
  "lumo_ev": -0.73,
  "elements": ["C", "C", "C", "N", "C", "N", "O", "O", "H", "H", "H", "H", "H", "H"],
  "xyz": [[0.332, -0.737, -1.840], [-0.729, -1.145, -1.105], [0.849, 0.503, 0.657], [1.472, -0.070, 1.728], [-1.567, 1.081, 0.548], [-0.618, 0.259, 0.749], [-1.741, -1.773, -1.088], [1.406, 1.192, -0.167], [0.978, -0.660, 2.378], [2.478, -0.130, 1.697], [0.965, -1.446, -2.357], [0.343, 0.295, -2.167], [-2.128, 0.989, -0.391], [-2.039, 1.642, 1.360]],
  "mulliken_charge": [-1.044, 0.793, 0.635, -0.402, -0.212, -0.316, -0.439, -0.523, 0.220, 0.237, 0.306, 0.277, 0.188, 0.279]
}

Relative energies, in kJ/mol, with the most stable structure set to zero: run one 91.9; run two 0.0.

Run one
{
  "formula": "C4H6N2O2",
  "method": "the ωB97M-V functional and the def2-TZVPD basis",
  "orbital_gap_ev": [9.03, 7.37],
  "lumo_ev": [0.56, 0.19],
  "elements": ["C", "N", "C", "C", "C", "O", "O", "N", "H", "H", "H", "H", "H", "H"],
  "xyz": [[0.171, -0.817, 1.181], [1.215, 0.017, 0.678], [-0.472, -0.872, -0.150], [0.077, 1.419, -1.002], [-0.832, 0.275, -0.945], [1.135, 1.221, 1.452], [-0.916, -2.086, -0.533], [0.121, 0.836, -2.106], [1.994, 1.638, 1.307], [-1.074, -2.109, -1.487], [0.597, -1.794, 1.424], [-0.437, -0.443, 2.010], [0.293, 2.385, -0.567], [-1.871, 0.330, -1.260]],
  "mulliken_charge": [-0.194, -0.418, 0.336, 0.220, -0.666, -0.418, -0.496, -0.477, 0.356, 0.348, 0.264, 0.329, 0.344, 0.472]
}

Run two
{
  "formula": "C4H6N2O2",
  "method": "the ωB97M-V functional and the def2-TZVPD basis",
  "smiles": "[H]/N=C1/NO[C@H]2[C@@H](O)[C@@H]12",
  "orbital_gap_ev": 10.55,
  "lumo_ev": 0.74,
  "elements": ["C", "C", "C", "C", "H", "H", "H", "H", "H", "H", "N", "N", "O", "O"],
  "xyz": [[0.308, 0.896, -1.058], [0.410, -0.617, -1.018], [-0.049, -0.199, 1.300], [0.825, 0.196, 0.141], [-1.643, 0.943, -1.426], [1.162, 1.290, -1.742], [1.038, -1.313, -1.606], [-1.694, -1.392, 1.028], [0.543, 0.808, 2.876], [1.913, 0.121, 0.097], [-0.738, -1.377, 0.748], [-0.222, 0.226, 2.546], [-0.892, 1.466, -1.145], [-0.963, -1.048, -0.742]],
  "mulliken_charge": [-0.047, -0.129, 0.481, -0.259, 0.335, 0.262, 0.355, 0.311, 0.254, 0.379, -0.265, -0.744, -0.539, -0.394]
}

Relative energies, in kJ/mol, with the most stable structure set to zero: run one 213.7; run two 0.0.

Run one
{
  "formula": "C4H6N2O2",
  "method": "the ωB97M-V functional and the def2-TZVPD basis",
  "smiles": "C=N/N=C(\\C)C(=O)O",
  "orbital_gap_ev": 9.52,
  "lumo_ev": -0.14,
  "elements": ["C", "C", "C", "C", "H", "H", "H", "H", "H", "H", "N", "N", "O", "O"],
  "xyz": [[1.171, -0.906, 1.075], [0.373, -0.152, 0.179], [-2.546, -1.550, 0.376], [0.757, 1.051, -0.473], [2.168, -0.733, 1.355], [0.707, -0.497, 2.142], [1.232, -2.082, 1.050], [-3.153, -2.560, 0.275], [-2.799, -0.573, 0.526], [2.321, 2.155, 0.069], [-0.752, -0.361, -0.449], [-1.440, -1.573, -0.253], [1.635, 1.563, 0.447], [0.407, 1.832, -1.377]],
  "mulliken_charge": [-1.064, 0.571, -0.398, 0.585, 0.385, 0.234, 0.295, 0.251, 0.401, 0.335, -0.097, -0.462, -0.461, -0.576]
}

Run two
{
  "formula": "C4H6N2O2",
  "method": "the ωB97M-V functional and the def2-TZVPD basis",
  "smiles": "O=C(O)/C=N/N1CC1",
  "orbital_gap_ev": 9.37,
  "lumo_ev": -0.49,
  "elements": ["C", "C", "C", "C", "H", "H", "H", "H", "H", "H", "N", "N", "O", "O"],
  "xyz": [[1.414, -1.210, 1.905], [1.174, -0.724, 0.536], [-0.541, 1.475, -1.133], [-1.506, 0.290, -1.543], [-0.275, -0.388, 2.035], [2.108, -0.635, -0.144], [-0.047, 2.201, -1.883], [-0.794, 1.989, -0.236], [-2.274, -0.047, -0.847], [-1.795, 0.125, -2.646], [-0.037, -0.298, 0.166], [-0.098, 0.062, -1.138], [0.310, -0.936, 2.661], [2.363, -1.903, 2.266]],
  "mulliken_charge": [0.241, 0.244, -0.461, -0.275, 0.466, 0.345, 0.207, 0.281, 0.279, 0.206, -0.243, -0.235, -0.525, -0.529]
}

Run three
{
  "formula": "C4H6N2O2",
  "method": "the ωB97M-V functional and the def2-TZVPD basis",
  "orbital_gap_ev": 8.84,
  "lumo_ev": 0.23,
  "elements": ["C", "C", "C", "C", "N", "N", "O", "O", "H", "H", "H", "H", "H", "H"],
  "xyz": [[1.300, -0.921, 1.239], [1.434, -0.509, -1.684], [-1.684, 0.688, 0.535], [0.416, -0.633, 0.172], [2.089, -1.069, 2.073], [-0.240, 0.721, 0.060], [0.909, 0.501, -2.050], [2.118, -1.416, -1.843], [-2.431, 0.217, -0.210], [-1.774, 0.071, 1.554], [-2.043, 1.643, 0.605], [-0.468, -1.339, -0.100], [-0.044, 0.801, -0.965], [0.419, 1.247, 0.614]],
  "mulliken_charge": [0.443, 0.744, -0.837, -0.854, -0.508, -0.154, -0.612, -0.388, 0.287, 0.326, 0.394, 0.339, 0.470, 0.351]
}

Relative energies, in kJ/mol, with the most stable structure set to zero: run one 164.1; run two 56.1; run three 0.0.

Run one
{
  "formula": "C4H6N2O2",
  "method": "the ωB97M-V functional and the def2-TZVPD basis",
  "smiles": "[H]/N=C/C=C(/O)C(N)=O",
  "orbital_gap_ev": 9.93,
  "lumo_ev": 0.58,
  "elements": ["C", "C", "N", "C", "C", "O", "N", "O", "H", "H", "H", "H", "H", "H"],
  "xyz": [[-0.264, -1.053, -0.310], [1.082, -0.045, -0.076], [-0.620, -1.162, -1.615], [0.799, 0.801, 0.894], [-0.645, 0.685, 1.264], [1.963, -0.042, -1.101], [-1.439, 1.664, 0.928], [-0.474, -1.941, 0.508], [2.753, 0.440, -0.774], [-0.986, -2.036, -1.960], [-0.300, -0.460, -2.269], [-2.380, 1.473, 1.285], [1.343, 1.702, 1.143], [-0.831, -0.027, 2.084]],
  "mulliken_charge": [0.492, 0.319, -0.394, -0.561, 0.004, -0.458, -0.665, -0.570, 0.334, 0.236, 0.228, 0.289, 0.367, 0.380]
}

Run two
{
  "formula": "C4H6N2O2",
  "method": "the ωB97M-V functional and the def2-TZVPD basis",
  "smiles": "Cc1nc(N)c(O)o1",
  "orbital_gap_ev": 8.00,
  "lumo_ev": 0.68,
  "elements": ["C", "C", "C", "C", "N", "O", "O", "N", "H", "H", "H", "H", "H", "H"],
  "xyz": [[1.819, 0.619, 1.610], [-1.244, -0.265, -0.024], [0.780, 0.215, 0.638], [-0.383, -0.305, -1.094], [-0.587, -0.738, -2.393], [-0.554, 0.056, 1.091], [-2.587, -0.426, 0.033], [0.867, 0.019, -0.627], [-2.853, -0.369, 0.959], [-1.540, -0.662, -2.715], [0.061, -0.310, -3.038], [2.799, 0.413, 1.190], [1.737, 1.685, 1.829], [1.686, 0.068, 2.540]],
  "mulliken_charge": [-1.049, 0.442, 0.707, 0.234, -0.524, -0.407, -0.517, -0.611, 0.330, 0.251, 0.266, 0.313, 0.258, 0.305]
}

Run three
{
  "formula": "C4H6N2O2",
  "method": "the ωB97M-V functional and the def2-TZVPD basis",
  "smiles": "NCc1ncc(O)o1",
  "orbital_gap_ev": 8.99,
  "lumo_ev": 0.72,
  "elements": ["C", "C", "C", "C", "H", "H", "H", "H", "H", "H", "N", "N", "O", "O"],
  "xyz": [[-1.472, -0.724, 0.127], [-0.190, -0.095, -0.061], [1.447, 1.208, 0.074], [1.935, -0.084, 0.105], [-2.659, 0.435, -0.952], [-3.379, -0.164, 0.386], [-1.512, -1.319, 1.064], [-1.515, -1.544, -0.622], [1.808, 2.226, 0.040], [3.798, 0.215, 0.055], [-2.515, 0.209, 0.014], [0.080, 1.175, -0.056], [3.238, -0.566, -0.010], [0.936, -0.971, -0.162]],
  "mulliken_charge": [-0.330, 0.360, -0.271, 0.322, 0.221, 0.233, 0.326, 0.239, 0.396, 0.325, -0.545, -0.473, -0.489, -0.314]
}

Run four
{
  "formula": "C4H6N2O2",
  "method": "the ωB97M-V functional and the def2-TZVPD basis",
  "smiles": "[H]/N=C(N)\\C=C/C(=O)O",
  "orbital_gap_ev": 10.07,
  "lumo_ev": -0.19,
  "elements": ["C", "C", "C", "C", "H", "H", "H", "H", "H", "H", "N", "N", "O", "O"],
  "xyz": [[-1.079, 0.645, 0.099], [-0.752, -0.835, 0.149], [0.429, -1.448, -0.017], [1.800, -0.897, -0.504], [-0.401, 2.508, 0.570], [0.267, 1.255, 1.536], [-2.690, 0.373, -0.841], [-1.647, -1.475, 0.252], [0.446, -2.526, 0.093], [1.220, 0.986, -0.223], [-0.114, 1.510, 0.627], [-2.143, 1.158, -0.425], [2.008, 0.413, -0.511], [2.656, -1.667, -0.805]],
  "mulliken_charge": [0.688, -0.363, -0.344, 0.433, 0.237, 0.297, 0.255, 0.315, 0.353, 0.548, -0.648, -0.686, -0.566, -0.518]
}

Relative energies, in kJ/mol, with the most stable structure set to zero: run one 195.1; run two 6.7; run three 107.6; run four 0.0.

Run one
{
  "formula": "C4H6N2O2",
  "method": "the ωB97M-V functional and the def2-TZVPD basis",
  "orbital_gap_ev": 8.92,
  "lumo_ev": 0.27,
  "elements": ["C", "C", "C", "N", "C", "N", "O", "O", "H", "H", "H", "H", "H", "H"],
  "xyz": [[1.242, -1.101, -0.657], [-1.154, -0.152, 0.280], [0.954, 0.094, -1.219], [-1.497, 1.105, 0.633], [0.286, -0.588, 1.018], [0.964, 1.174, -1.739], [-1.868, -0.947, -0.294], [0.856, 0.256, 1.707], [-0.870, 1.590, 1.259], [-2.434, 1.438, 0.468], [0.487, 2.001, -1.405], [0.106, -1.623, 1.346], [2.269, -1.307, -0.383], [0.659, -1.940, -1.016]],
  "mulliken_charge": [-0.722, 0.289, 0.517, -0.325, 0.113, -0.421, -0.627, -0.655, 0.246, 0.222, 0.335, 0.386, 0.340, 0.303]
}

Run two
{
  "formula": "C4H6N2O2",
  "method": "the ωB97M-V functional and the def2-TZVPD basis",
  "orbital_gap_ev": 8.58,
  "lumo_ev": -0.02,
  "elements": ["C", "C", "C", "C", "H", "H", "H", "H", "H", "H", "N", "N", "O", "O"],
  "xyz": [[1.678, -0.019, 1.258], [0.444, -0.045, 0.331], [0.739, 0.453, -1.875], [-2.631, -0.119, 0.214], [1.808, 0.993, 1.914], [2.461, -0.058, 0.438], [1.562, -0.956, 1.974], [0.336, 0.710, -2.833], [-3.559, -0.431, -0.441], [-2.391, 1.062, 0.891], [-0.534, -0.785, 0.696], [-1.624, -1.311, 0.097], [-0.102, 0.698, -0.834], [1.812, -0.191, -1.829]],
  "mulliken_charge": [-0.798, 0.646, 0.095, -0.311, 0.221, 0.272, 0.282, 0.397, 0.284, 0.216, -0.064, -0.524, -0.202, -0.512]
}

Run three
{
  "formula": "C4H6N2O2",
  "method": "the ωB97M-V functional and the def2-TZVPD basis",
  "smiles": "Cc1ncc(O)n1O",
  "orbital_gap_ev": 9.04,
  "lumo_ev": 0.42,
  "elements": ["C", "C", "C", "C", "H", "H", "H", "H", "H", "H", "N", "N", "O", "O"],
  "xyz": [[2.117, 0.069, 0.058], [0.733, -0.414, -0.010], [-1.140, -1.561, -0.038], [-1.528, -0.284, -0.041], [2.444, 0.755, -0.741], [2.818, -0.757, 0.011], [2.273, 0.576, 1.002], [-1.890, -2.392, -0.143], [-2.855, 0.806, 0.808], [0.048, 2.193, -0.864], [0.276, -1.667, -0.026], [-0.329, 0.511, -0.013], [-2.761, 0.331, -0.020], [-0.207, 1.834, 0.016]],
  "mulliken_charge": [-1.145, 0.625, -0.424, 0.375, 0.307, 0.331, 0.274, 0.345, 0.335, 0.346, -0.678, 0.288, -0.519, -0.461]
}

Relative energies, in kJ/mol, with the most stable structure set to zero: run one 34.3; run two 440.1; run three 0.0.